Record 1
{
  "formula": "C3H8O3",
  "method": "the ωB97M-V functional and the def2-TZVPD basis",
  "smiles": "O=COO.CC",
  "relative_energy_kj_mol": 403.1,
  "homo_lumo_gap_ev": 11.747,
  "e_homo_ev": -11.13,
  "total_charge": 0,
  "lumo_energy_ev": 0.6207,
  "total_energy_ha": -344.69485,
  "symbols": ["C", "C", "H", "H", "H", "H", "H", "H", "C", "O", "O", "O", "H", "H"],
  "coordinates": [[0.0809, 0.5337, -1.2683], [-0.9597, 1.3957, -0.6106], [-1.9463, 0.9252, -0.6237], [-0.1497, 0.3350, -2.3164], [1.0787, 0.9714, -1.2127], [0.2371, -0.5347, -0.7415], [-1.0411, 2.3500, -1.1424], [-0.6981, 1.6126, 0.4283], [1.3342, -1.4929, 0.7694], [0.5751, -0.5819, 1.5654], [-0.6566, -1.2457, 1.9728], [2.5226, -1.3188, 0.5469], [-1.2307, -0.4639, 1.8628], [0.8536, -2.4857, 0.7700]],
  "nbo_charge": [-0.579, -0.619, 0.200, 0.207, 0.214, 0.172, 0.214, 0.201, 0.603, -0.287, -0.429, -0.521, 0.478, 0.149]
}



Record 2
{
  "formula": "C3H8O3",
  "method": "the ωB97M-V functional and the def2-TZVPD basis",
  "relative_energy_kj_mol": 607.9,
  "homo_lumo_gap_ev": 7.830,
  "e_homo_ev": -7.18,
  "total_charge": 0,
  "lumo_energy_ev": 0.6544,
  "total_energy_ha": -344.61683,
  "symbols": ["O", "C", "C", "O", "C", "O", "H", "H", "H", "H", "H", "H", "H", "H"],
  "coordinates": [[1.0273, 0.9130, 0.3601], [1.5860, -0.1618, -0.6217], [-0.3229, 0.3402, -0.5298], [-1.2366, 1.3028, 0.0347], [-0.8763, -0.9651, 0.0235], [-0.6334, -0.9851, 1.4263], [0.8165, 0.4209, 1.1800], [2.2303, 0.4335, -1.2782], [2.2137, -0.8209, -0.0087], [-0.3046, 0.4900, -1.6048], [-0.9178, 2.1858, -0.1925], [-1.9571, -0.9946, -0.1733], [-0.3805, -1.8246, -0.4171], [-1.2449, -0.3342, 1.8014]],
  "nbo_charge": [-0.624, -0.465, 0.310, -0.767, -0.112, -0.724, 0.506, 0.157, 0.156, 0.211, 0.479, 0.180, 0.213, 0.481]
}



Record 3
{
  "formula": "C3H8O3RbS",
  "method": "the ωB97M-V functional and the def2-TZVPD basis",
  "relative_energy_kj_mol": 105.2,
  "homo_lumo_gap_ev": 8.910,
  "e_homo_ev": -13.19,
  "total_charge": 1,
  "lumo_energy_ev": -4.2780,
  "total_energy_ha": -766.86083,
  "symbols": ["Rb", "O", "S", "O", "O", "C", "C", "C", "H", "H", "H", "H", "H", "H", "H", "H"],
  "coordinates": [[-22.3993, -1.2217, 10.2008], [-18.6202, -1.8553, 15.7586], [-17.7702, -2.3159, 14.6656], [-18.1893, -2.2911, 13.2494], [-16.3154, -1.6076, 14.6891], [-16.2151, -0.2253, 15.1416], [-16.6542, 0.8041, 14.1204], [-17.1953, -4.0074, 15.1934], [-15.1333, -0.1660, 15.2606], [-16.5262, -0.0328, 16.1684], [-16.3061, 1.8142, 14.3365], [-17.7435, 0.8390, 14.1026], [-16.3456, 0.5092, 13.1174], [-16.2478, -3.9015, 15.7216], [-17.1440, -4.5504, 14.2496], [-17.9188, -4.4238, 15.8943]],
  "nbo_charge": [1.000, -0.917, 2.290, -0.938, -0.706, -0.083, -0.645, -0.830, 0.200, 0.209, 0.233, 0.206, 0.223, 0.260, 0.244, 0.253]
}



Record 4
{
  "formula": "C3H8O3Ru",
  "method": "the ωB97M-V functional and the def2-TZVPD basis",
  "relative_energy_kj_mol": 157.3,
  "homo_lumo_gap_ev": [9.518, 5.399],
  "e_homo_ev": [-17.94, -19.01],
  "total_charge": 2,
  "lumo_energy_ev": [-8.4200, -13.6111],
  "multiplicity": 7,
  "total_energy_ha": -438.68190,
  "symbols": ["O", "C", "C", "O", "Ru", "H", "H", "H", "H", "O", "H", "C", "H", "H", "H"],
  "coordinates": [[-1.6584, 0.5535, 0.9108], [-0.6400, 1.4066, 0.3704], [0.5719, 0.3426, 0.1446], [0.2401, -0.4577, 3.3374], [-1.4918, -0.2651, 2.6423], [-0.2559, 2.2664, 0.9271], [-1.0534, 1.8424, -0.5487], [1.5121, 0.9025, 0.0179], [0.5986, -0.5702, 0.7638], [0.0710, -0.2286, -1.1874], [-1.9698, 0.0182, 0.0500], [0.8657, -1.2503, -1.7432], [1.8920, -0.8962, -1.9307], [0.9115, -2.1159, -1.0621], [0.4063, -1.5482, -2.6924]],
  "mulliken_spin": [0.054, -0.038, 0.084, 1.321, 3.649, -0.031, 0.000, 0.024, -0.013, 0.748, 0.013, 0.044, 0.064, 0.077, 0.003]
}



Record 5
{
  "formula": "C3H8O3Si",
  "method": "the ωB97M-V functional and the def2-TZVPD basis",
  "relative_energy_kj_mol": 286.9,
  "homo_lumo_gap_ev": [7.116, 7.117],
  "e_homo_ev": [-7.29, -7.30],
  "total_charge": 0,
  "lumo_energy_ev": [-0.1793, -0.1791],
  "total_energy_ha": -634.33409,
  "symbols": ["C", "C", "C", "O", "O", "O", "Si", "H", "H", "H", "H", "H", "H", "H", "H"],
  "coordinates": [[-2.2250, -0.8907, 0.5013], [-1.5454, -0.1805, -0.4177], [-1.0422, 1.1872, -0.3214], [2.3570, 0.6887, -1.1210], [0.9741, -1.1941, 0.4500], [2.5952, 0.5555, 1.4492], [1.5996, 0.2334, 0.2550], [-2.5939, -1.8500, 0.3412], [-2.6622, -0.4226, 1.3668], [-1.1675, -0.6320, -1.3098], [-1.2790, 1.6744, 0.5626], [-0.7757, 1.5311, -1.2484], [2.1020, 0.3516, -1.9882], [0.1435, -1.3994, 0.2158], [3.5196, 0.3474, 1.2648]],
  "nbo_charge": [-0.472, -0.242, -0.635, -1.120, -1.101, -1.110, 2.171, 0.195, 0.190, 0.178, 0.205, 0.201, 0.514, 0.514, 0.513]
}



Record 6
{
  "formula": "C3H8O4",
  "method": "the ωB97M-V functional and the def2-TZVPD basis",
  "smiles": "COC(=O)O.CO",
  "relative_energy_kj_mol": 54.2,
  "homo_lumo_gap_ev": 10.571,
  "e_homo_ev": -10.01,
  "total_charge": 0,
  "lumo_energy_ev": 0.5581,
  "total_energy_ha": -420.07078,
  "symbols": ["C", "C", "O", "O", "O", "H", "H", "H", "H", "C", "O", "H", "H", "H", "H"],
  "coordinates": [[2.9070, 0.1533, -0.2438], [-1.6241, 0.9644, 0.3174], [1.6237, -0.4147, -0.1733], [-2.3853, 2.0251, 0.0711], [-0.5898, 1.0172, 0.9136], [-3.1776, 1.7744, -0.4263], [3.3706, 0.2250, 0.7458], [3.5106, -0.5033, -0.8697], [2.8821, 1.1508, -0.6957], [-1.4728, -1.3707, 0.0089], [-2.1765, -0.1433, -0.1863], [1.0630, 0.1551, 0.3766], [-1.3643, -1.5736, 1.0750], [-2.0826, -2.1350, -0.4646], [-0.4838, -1.3246, -0.4486]],
  "nbo_charge": [-0.241, 0.998, -0.755, -0.664, -0.645, 0.501, 0.159, 0.176, 0.159, -0.268, -0.527, 0.494, 0.192, 0.197, 0.223]
}



Record 7
{
  "formula": "C3H8O4S2",
  "method": "the ωB97M-V functional and the def2-TZVPD basis",
  "relative_energy_kj_mol": 175.4,
  "homo_lumo_gap_ev": 6.891,
  "e_homo_ev": -9.78,
  "total_charge": 0,
  "lumo_energy_ev": -2.8874,
  "total_energy_ha": -1216.29062,
  "symbols": ["C", "C", "C", "O", "O", "O", "O", "S", "S", "H", "H", "H", "H", "H", "H", "H", "H"],
  "coordinates": [[-0.4356, -2.8057, 0.4047], [-4.0014, 1.1300, 0.3758], [0.6863, -1.7986, 0.2956], [-3.1732, -0.4530, -1.5795], [-2.4476, 1.9386, -1.4488], [0.0035, -0.8695, 2.6640], [-1.3932, 0.1965, 0.0252], [-2.7218, 0.6679, -0.8103], [0.3786, -0.3181, 1.3911], [-0.5130, -3.0695, 1.4192], [-1.4684, -2.5877, 0.0285], [-0.2547, -3.6255, -0.3843], [-4.5687, 1.9842, 0.1876], [-4.5963, 0.2675, 0.6683], [-3.2331, 1.3926, 1.0543], [0.4507, -1.2718, -0.7134], [1.6279, -2.1962, 0.5282]],
  "nbo_charge": [-0.650, -0.857, -0.620, -0.940, -0.944, -0.744, -1.104, 2.362, 1.524, 0.220, 0.268, 0.241, 0.247, 0.234, 0.232, 0.284, 0.246]
}



Record 8
{
  "formula": "C3H8OS",
  "method": "the ωB97M-V functional and the def2-TZVPD basis",
  "smiles": "C=O.CCS",
  "relative_energy_kj_mol": 193.0,
  "homo_lumo_gap_ev": 9.666,
  "e_homo_ev": -9.21,
  "total_charge": 0,
  "lumo_energy_ev": 0.4530,
  "total_energy_ha": -592.44455,
  "symbols": ["O", "C", "H", "H", "C", "C", "S", "H", "H", "H", "H", "H", "H"],
  "coordinates": [[-2.0792, -1.9043, 1.4679], [-1.7000, -1.7804, 0.3092], [-2.2887, -1.2387, -0.4769], [-0.6617, -1.9459, 0.0503], [1.3785, 0.0052, -0.0386], [0.2266, 0.8438, -0.6146], [0.6411, 2.5731, -0.0762], [2.3199, 0.7000, -0.2018], [1.3089, -0.1896, 1.1492], [1.3209, -1.0505, -0.5561], [-0.9025, 0.5361, -0.4335], [0.1818, 0.8659, -1.7702], [0.2545, 2.5851, 1.1912]],
  "nbo_charge": [-0.489, 0.263, 0.111, 0.115, -0.657, -0.532, -0.061, 0.245, 0.225, 0.206, 0.221, 0.231, 0.124]
}



Record 9
{
  "formula": "C3H8OS",
  "method": "the ωB97M-V functional and the def2-TZVPD basis",
  "relative_energy_kj_mol": 494.7,
  "homo_lumo_gap_ev": [10.285, 6.059],
  "e_homo_ev": [-10.02, -7.18],
  "total_charge": 0,
  "lumo_energy_ev": [0.2702, -1.1176],
  "total_energy_ha": -592.32962,
  "symbols": ["C", "C", "C", "O", "S", "H", "H", "H", "H", "H", "H", "H", "H"],
  "coordinates": [[0.1762, -1.4977, 0.3604], [-0.5147, 1.0413, 0.3287], [0.5581, -0.0835, 0.1315], [-1.7983, 0.7054, -0.1390], [2.2673, 0.3641, -0.0471], [-0.8413, -1.4526, 0.4984], [0.4131, -1.9991, -0.4395], [0.6921, -1.7425, 1.3508], [-0.0896, 1.9870, -0.1264], [-0.5488, 1.1234, 1.3627], [-0.7181, -0.4955, -2.1283], [-1.8705, 0.4078, -1.0267], [2.2744, 1.6419, -0.1257]],
  "nbo_charge": [-0.677, -0.114, -0.063, -0.724, 0.072, 0.238, 0.226, 0.208, 0.168, 0.191, -0.131, 0.485, 0.121]
}